Version P
This record from OMol25 describes 2 unconnected molecules or ions with the total composition C3H9NO. The level of theory is ωB97M-V/def2-TZVPD.

Results
* M: 75.1 Da
* frontier orbital gap (spin up / spin down): 0.363 / 0.174 Eh

ORCA input file:
```
! wB97M-V def2-TZVPD RIJCOSX def2/J DEFGRID3
* xyz 1 2
O -3.28 -0.59 0.79
C -2.48 -0.49 1.68
H -1.50 -0.05 1.39
H -2.61 -0.79 2.72
C 0.23 -0.70 -0.99
N 1.56 -0.16 -0.80
C 1.65 1.14 -0.12
H 0.02 -1.73 -0.69
H -0.51 -0.13 -0.44
H 0.03 -0.72 -2.06
H 1.91 -0.02 -1.75
H 1.12 1.09 0.83
H 1.19 1.86 -0.80
H 2.67 1.29 0.24
*
```

Atomic partial charges in e from the Mulliken method, atoms 1 to 8: number 1, O, carries -0.36; number 2, C, carries 0.22; number 3, H, carries -0.12; number 4, H, carries 0.29; number 5, C, carries -0.52; number 6, N, carries 0.07; number 7, C, carries -0.73; number 8, H, carries 0.33


Version Q
This record from OMol25 describes 2 unconnected molecules or ions with the total composition C3H9NO. The level of theory is ωB97M-V/def2-TZVPD.

Results
* M: 75.1 Da
* frontier orbital gap (spin up / spin down): 0.231 / 0.118 Eh

ORCA input file:
```
! wB97M-V def2-TZVPD RIJCOSX def2/J DEFGRID3
* xyz 1 2
C 2.81 0.73 -1.31
N 2.52 1.34 -0.26
H 3.60 0.02 -1.33
H 2.23 0.98 -2.28
H 3.31 1.62 0.46
H -2.70 -1.77 -0.58
C -1.99 -0.94 0.97
O -2.22 -1.00 -0.45
C -0.84 0.12 0.94
H -1.80 -1.93 1.35
H -2.85 -0.60 1.68
H -0.10 -0.39 0.25
H -0.38 0.31 1.98
H -1.13 0.93 0.28
*
```

Atomic partial charges in e from the Mulliken method, atoms 1 to 8: number 1, C, carries -0.03; number 2, N, carries -0.02; number 3, H, carries 0.33; number 4, H, carries 0.31; number 5, H, carries 0.40; number 6, H, carries 0.29; number 7, C, carries -0.26; number 8, O, carries -0.50


Version R
This record from OMol25 describes 2 unconnected molecules or ions with the total composition C3H9NO. The level of theory is ωB97M-V/def2-TZVPD.

Results
* M: 75.1 Da
* frontier orbital gap (spin up / spin down): 0.186 / 0.122 Eh

ORCA input file:
```
! wB97M-V def2-TZVPD RIJCOSX def2/J DEFGRID3
* xyz 1 2
C 1.61 1.36 -0.73
C 1.56 2.70 -0.87
H 2.50 0.77 -0.96
H 0.72 0.72 -0.55
H 1.86 3.09 -1.86
H 1.15 3.49 -0.22
N -1.94 -1.77 1.33
C -0.88 -1.12 0.54
O -0.33 -1.85 -0.50
H -2.27 -2.63 0.92
H -2.67 -1.12 1.54
H -0.12 -0.85 1.30
H -1.28 -0.15 0.20
H 0.10 -2.63 -0.13
*
```

Atomic partial charges in e from the Mulliken method, atoms 1 to 8: number 1, C, carries -0.11; number 2, C, carries -0.20; number 3, H, carries 0.35; number 4, H, carries 0.28; number 5, H, carries 0.32; number 6, H, carries 0.33; number 7, N, carries -0.55; number 8, C, carries -0.19


Version S
This record from OMol25 describes 2 unconnected molecules or ions with the total composition C3H9NO. The level of theory is ωB97M-V/def2-TZVPD.

Results
* M: 75.1 Da
* frontier orbital gap (spin up / spin down): 0.290 / 0.087 Eh

ORCA input file:
```
! wB97M-V def2-TZVPD RIJCOSX def2/J DEFGRID3
* xyz 1 2
C -3.75 1.82 2.88
N -3.22 0.42 2.70
H -3.02 2.50 2.58
H -4.12 1.78 4.00
H -4.62 2.01 2.29
H -3.79 -0.11 2.18
H -2.27 0.33 2.51
O 1.95 0.26 -1.81
C 2.26 -0.96 -1.90
C 3.48 -1.60 -2.47
H 1.37 -1.57 -1.38
H 4.27 -0.97 -2.83
H 3.26 -2.33 -3.28
H 3.92 -2.20 -1.60
*
```

Atomic partial charges in e from the Mulliken method, atoms 1 to 8: number 1, C, carries -0.55; number 2, N, carries -0.04; number 3, H, carries 0.33; number 4, H, carries 0.30; number 5, H, carries 0.33; number 6, H, carries 0.30; number 7, H, carries 0.32; number 8, O, carries -0.49


Most stable = version P


Version P
This record from OMol25 describes a gas-phase ion, C3H9NO (charge +1). The level of theory is ωB97M-V/def2-TZVPD.

Results
* M: 75.1 Da
* frontier orbital gap (spin up / spin down): 0.477 / 0.267 Eh

ORCA input file:
```
! wB97M-V def2-TZVPD RIJCOSX def2/J DEFGRID3
* xyz 1 2
C -2.25 -0.23 -0.10
O -0.83 -0.15 -0.41
H -2.56 0.71 0.34
H -2.41 -1.07 0.56
H -2.74 -0.33 -1.07
C 2.12 0.21 -0.50
C 0.02 -0.24 0.68
N 1.06 0.71 0.35
H 1.64 -0.33 -1.33
H 2.82 0.98 -0.81
H 2.66 -0.56 0.04
H 0.38 -1.26 0.79
H -0.48 0.10 1.59
H 0.56 1.47 -0.14
*
```

Atomic partial charges in e from the Mulliken method, atoms 1 to 8: number 1, C, carries -0.69; number 2, O, carries -0.32; number 3, H, carries 0.34; number 4, H, carries 0.35; number 5, H, carries 0.25; number 6, C, carries -0.75; number 7, C, carries -0.32; number 8, N, carries -0.02


Version Q
This record from OMol25 describes 2 unconnected molecules or ions with the total composition C3H9NO. The level of theory is ωB97M-V/def2-TZVPD.

Results
* M: 75.1 Da
* frontier orbital gap (spin up / spin down): 0.189 / 0.053 Eh

ORCA input file:
```
! wB97M-V def2-TZVPD RIJCOSX def2/J DEFGRID3
* xyz 1 2
C -1.70 0.03 -6.44
N -0.32 -0.26 -5.81
H -2.07 0.94 -6.13
H -2.45 -0.79 -6.23
H -1.49 -0.08 -7.57
H 0.24 -1.08 -6.01
H -0.34 -0.60 -4.87
C 0.69 -0.18 6.67
C 1.07 0.75 5.77
O 2.32 0.78 5.37
H -0.33 -0.12 7.34
H 1.04 -1.15 6.96
H 0.44 1.60 5.24
H 2.90 0.16 5.70
*
```

Atomic partial charges in e from the Mulliken method, atoms 1 to 8: number 1, C, carries -0.51; number 2, N, carries -0.58; number 3, H, carries 0.25; number 4, H, carries 0.21; number 5, H, carries 0.24; number 6, H, carries 0.21; number 7, H, carries 0.18; number 8, C, carries -0.53


Most stable = version P


Version P
This record from OMol25 describes 2 unconnected molecules or ions with the total composition C6H12O6. The level of theory is ωB97M-V/def2-TZVPD.

Results
* SMILES string: C1OCOCO1.C1OCOCO1
* M: 180.2 Da
* frontier orbital gap: 0.419 Eh

ORCA input file:
```
! wB97M-V def2-TZVPD RIJCOSX def2/J DEFGRID3
* xyz 0 1
O 1.50 -1.11 1.24
O 0.00 0.00 0.00
O 0.23 -2.19 -0.26
C 1.27 0.09 0.59
C 1.51 -2.12 0.34
C -0.07 -0.99 -0.96
H 2.08 0.40 -0.10
H 1.22 0.85 1.40
H 1.67 -3.04 0.95
H 2.37 -2.03 -0.35
H -1.09 -1.04 -1.37
H 0.62 -0.73 -1.79
O 4.87 -4.51 -1.59
O 6.13 -3.68 -3.27
O 5.37 -2.20 -1.62
C 6.02 -4.78 -2.38
C 5.19 -3.37 -0.90
C 6.31 -2.43 -2.56
H 5.90 -5.72 -2.96
H 6.94 -4.88 -1.78
H 6.03 -3.43 -0.18
H 4.25 -3.41 -0.32
H 7.30 -2.47 -2.07
H 6.33 -1.58 -3.28
*
```

Atomic partial charges in e from the Mulliken method, atoms 1 to 8: number 1, O, carries -0.41; number 2, O, carries -0.42; number 3, O, carries -0.46; number 4, C, carries -0.09; number 5, C, carries -0.10; number 6, C, carries -0.06; number 7, H, carries 0.27; number 8, H, carries 0.23


Version Q
This record from OMol25 describes a molecular structure, C6H12O6. The level of theory is ωB97M-V/def2-TZVPD.

Results
* M: 180.2 Da
* frontier orbital gap: 0.376 Eh

ORCA input file:
```
! wB97M-V def2-TZVPD RIJCOSX def2/J DEFGRID3
* xyz 0 1
C 2.71 -0.24 -0.40
C 1.33 -0.10 0.30
C -0.87 -0.57 0.20
C -1.97 -1.11 -0.65
C -0.73 1.01 0.19
C 0.72 1.26 -0.08
H 2.57 -2.26 -0.50
H 2.55 -0.07 -1.52
H 3.38 0.61 -0.06
H 1.42 -0.28 1.39
H -2.09 -1.20 1.75
H -1.62 -1.00 -1.72
H -1.97 -2.24 -0.46
H -3.85 -0.57 -0.92
H -0.89 1.43 1.18
H -2.48 1.15 -0.61
H 0.80 1.33 -1.24
H 1.52 3.18 -0.26
O 3.26 -1.58 -0.33
O 0.43 -1.07 -0.18
O -1.10 -1.04 1.56
O -3.17 -0.44 -0.22
O -1.62 1.66 -0.75
O 1.39 2.28 0.62
*
```

Atomic partial charges in e from the Mulliken method, atoms 1 to 8: number 1, C, carries -0.70; number 2, C, carries 0.15; number 3, C, carries 1.31; number 4, C, carries -1.08; number 5, C, carries -0.06; number 6, C, carries -0.09; number 7, H, carries 0.32; number 8, H, carries 0.30


Most stable = version Q


Version P
This record from OMol25 describes a single C19H17N3O2 molecule. The level of theory is ωB97M-V/def2-TZVPD.

Results
* SMILES string: O=C(CCc1ccccc1)N/N=C/c1ccc2cccc(O)c2n1
* M: 319.4 Da
* frontier orbital gap: 0.286 Eh

ORCA input file:
```
! wB97M-V def2-TZVPD RIJCOSX def2/J DEFGRID3
* xyz 0 1
O -4.98 -0.45 1.46
C -3.81 -0.15 1.38
N -2.87 -1.14 1.26
N -1.57 -0.89 1.13
C -0.75 -1.82 0.86
C 0.66 -1.53 0.68
N 1.06 -0.30 0.88
C 2.35 0.01 0.66
C 3.32 -0.93 0.23
C 4.64 -0.50 0.03
C 4.97 0.81 0.25
C 4.02 1.75 0.66
C 2.72 1.37 0.87
O 1.76 2.23 1.26
H 0.94 1.70 1.32
H 4.30 2.78 0.82
H 5.99 1.14 0.09
H 5.38 -1.21 -0.29
C 2.86 -2.25 0.04
C 1.54 -2.55 0.25
H 1.17 -3.55 0.11
H 3.56 -3.01 -0.28
H -1.07 -2.86 0.72
H -3.22 -2.10 1.18
C -3.27 1.25 1.36
C -3.27 1.79 -0.09
C -2.27 1.06 -0.94
C -2.64 -0.07 -1.65
C -1.70 -0.78 -2.39
C -0.38 -0.34 -2.44
C -0.01 0.80 -1.75
C -0.95 1.49 -1.00
H -0.65 2.38 -0.46
H 1.01 1.15 -1.80
H 0.35 -0.89 -3.01
H -2.00 -1.66 -2.93
H -3.66 -0.41 -1.62
H -3.02 2.85 -0.06
H -4.27 1.68 -0.51
H -3.93 1.88 1.96
H -2.26 1.27 1.76
*
```

Atomic partial charges in e from the Mulliken method, atoms 1 to 8: number 1, O, carries -0.65; number 2, C, carries 0.12; number 3, N, carries -0.35; number 4, N, carries 0.28; number 5, C, carries -0.50; number 6, C, carries 0.78; number 7, N, carries -0.44; number 8, C, carries 0.72


Version Q
This record from OMol25 describes 2 unconnected molecules or ions with the total composition C19H17N3O2. The level of theory is ωB97M-V/def2-TZVPD.

Results
* M: 319.4 Da
* frontier orbital gap: 0.183 Eh

ORCA input file:
```
! wB97M-V def2-TZVPD RIJCOSX def2/J DEFGRID3
* xyz 0 1
C -3.19 3.09 -0.64
N -2.00 2.26 -0.77
C -0.89 2.64 -0.06
C -0.91 3.78 0.73
C 0.20 4.16 1.47
C 1.37 3.40 1.40
C 1.43 2.26 0.63
C 0.30 1.83 -0.12
C 0.27 0.67 -0.87
C -0.83 0.34 -1.66
C -2.01 1.16 -1.59
C -3.13 0.79 -2.35
C -3.11 -0.35 -3.15
C -1.95 -1.13 -3.24
C -0.84 -0.79 -2.51
H -3.97 2.68 -1.27
H -3.54 3.10 0.41
H -2.97 4.12 -0.97
H -1.82 4.38 0.78
H 0.13 5.05 2.08
H 2.24 3.72 1.98
H 2.32 1.63 0.56
H 1.12 -0.03 -0.82
H -4.05 1.37 -2.33
H -4.01 -0.60 -3.70
H -1.95 -2.00 -3.89
H 0.08 -1.37 -2.54
C 4.02 -4.17 1.18
N 2.77 -3.49 1.42
C 2.41 -2.36 0.57
O 3.22 -2.06 -0.31
N 1.25 -1.75 0.82
C 0.41 -2.14 1.82
O -0.67 -1.53 2.02
C 0.81 -3.29 2.66
C 1.98 -3.92 2.43
H 4.11 -4.98 1.91
H 4.04 -4.59 0.17
H 4.87 -3.49 1.29
H 0.15 -3.61 3.46
H 2.36 -4.78 2.99
*
```

Atomic partial charges in e from the Mulliken method, atoms 1 to 8: number 1, C, carries -1.10; number 2, N, carries 0.13; number 3, C, carries 0.85; number 4, C, carries -0.80; number 5, C, carries -0.64; number 6, C, carries -0.72; number 7, C, carries -0.78; number 8, C, carries 0.89


Most stable = version P